(1)
C6H14N2O2 | ωB97M-V with the def2-TZVPD basis set

As for the energy relative to the best compared isomer or geometry (same formula, charge and spin): 847.34 kJ/mol. The calculated total energy comes out at -496.734796 a.u. As for the HOMO energy: -9.09 eV. As for the HOMO-LUMO gap: 0.35199 Ha.

Geometry as ORCA input:
```
! wB97M-V def2-TZVPD RIJCOSX def2/J DEFGRID3
* xyz 0 1
C 0.577 -1.395 1.176
C 0.144 -2.275 2.434
C -0.467 -0.188 0.967
C 0.042 0.851 -0.124
C -1.007 1.754 -0.840
C -0.363 2.462 -2.102
H 1.292 -3.242 0.861
H 0.099 -2.561 -0.413
H 1.517 -0.865 1.315
H -0.597 0.474 1.839
H -1.490 -0.752 0.636
H 0.804 1.584 0.250
H 0.400 0.411 -1.160
H -1.934 0.969 -1.166
H -1.646 2.361 -0.191
H -1.525 2.658 -2.756
H 0.028 3.355 -1.558
H 0.633 0.496 -3.283
H 2.081 1.693 -2.678
H -0.238 -2.354 4.023
N 0.956 -2.137 0.079
N 0.805 1.692 -3.016
O -0.364 -3.333 2.128
O 0.253 -1.657 3.579
*
```

---

(2)
C6H14N2O2 | ωB97M-V with the def2-TZVPD basis set

As for the energy relative to the best compared isomer or geometry (same formula, charge and spin): 82.58 kJ/mol. The calculated total energy comes out at -497.026079 a.u. As for the SMILES: CNC(C)=O.CNC(C)=O. As for the HOMO energy: -9.62 eV. As for the HOMO-LUMO gap: 0.37513 Ha.

Geometry as ORCA input:
```
! wB97M-V def2-TZVPD RIJCOSX def2/J DEFGRID3
* xyz 0 1
C 1.910 -1.658 -0.961
N 2.289 -1.021 0.301
C 1.985 0.326 0.426
C 2.262 0.915 1.783
O 1.547 1.000 -0.482
H 2.147 -0.970 -1.771
H 2.522 -2.539 -1.135
H 0.882 -1.997 -0.950
H 1.950 -1.500 1.134
H 2.115 1.985 1.758
H 1.664 0.467 2.578
H 3.294 0.741 2.121
C -2.106 2.217 -0.172
N -1.801 0.805 0.090
C -2.409 -0.109 -0.755
C -1.955 -1.534 -0.559
O -3.282 0.197 -1.539
H -2.956 2.516 0.432
H -1.283 2.838 0.187
H -2.384 2.356 -1.218
H -0.798 0.626 0.093
H -2.026 -2.117 -1.465
H -0.967 -1.539 -0.095
H -2.602 -2.003 0.200
*
```

---

(3)
C6H14N2O2 | ωB97M-V with the def2-TZVPD basis set

As for the energy relative to the best compared isomer or geometry (same formula, charge and spin): 111.21 kJ/mol. The calculated total energy comes out at -497.015173 a.u. As for the SMILES: CNC(C)=O.CNC(C)=O. As for the HOMO energy: -9.44 eV. As for the HOMO-LUMO gap: 0.37099 Ha.

Geometry as ORCA input:
```
! wB97M-V def2-TZVPD RIJCOSX def2/J DEFGRID3
* xyz 0 1
C -2.056 -1.659 0.640
N -1.753 -0.442 1.397
C -0.711 -0.569 2.331
C -0.347 0.593 3.183
O -0.083 -1.607 2.230
H -2.782 -1.507 -0.147
H -1.072 -2.082 0.450
H -2.412 -2.425 1.337
H -2.461 0.233 1.598
H 0.174 0.306 4.094
H 0.356 1.242 2.659
H -1.245 1.135 3.479
C 2.515 0.264 -0.703
N 1.207 0.131 -1.371
C 0.689 0.995 -2.269
C -0.592 0.509 -2.898
O 1.354 1.955 -2.625
H 2.699 -0.686 -0.214
H 3.250 0.537 -1.451
H 2.372 1.025 0.063
H 0.767 -0.753 -1.157
H -0.608 -0.453 -3.393
H -1.334 0.412 -2.098
H -0.895 1.234 -3.653
*
```

---

(4)
C6H14N2O2 | ωB97M-V with the def2-TZVPD basis set

As for the energy relative to the best compared isomer or geometry (same formula, charge and spin): 141.74 kJ/mol. The calculated total energy comes out at -497.003543 a.u. As for the SMILES: CNC(C)=O.CNC(C)=O. As for the HOMO energy: -8.77 eV. As for the HOMO-LUMO gap: 0.34260 Ha.

Geometry as ORCA input:
```
! wB97M-V def2-TZVPD RIJCOSX def2/J DEFGRID3
* xyz 0 1
C -0.078 0.360 2.457
N 0.607 1.049 1.404
C 1.920 0.793 1.087
C 2.287 1.030 -0.354
O 2.694 0.376 1.924
H 0.150 -0.702 2.392
H 0.500 0.579 3.419
H -1.100 0.510 2.744
H -0.095 1.279 0.692
H 2.302 2.123 -0.527
H 3.173 0.537 -0.723
H 1.416 0.708 -0.996
C 0.099 -1.905 -1.765
N -1.362 -1.541 -1.720
C -1.714 -0.386 -1.105
C -3.112 0.012 -0.862
O -0.881 0.482 -0.840
H 0.511 -1.792 -0.758
H 0.026 -2.957 -2.060
H 0.566 -1.390 -2.589
H -1.969 -2.122 -2.263
H -3.905 -0.716 -1.117
H -3.329 0.258 0.228
H -3.356 0.961 -1.286
*
```

---

(5)
C6H14N2O2 | ωB97M-V with the def2-TZVPD basis set

As for the energy relative to the best compared isomer or geometry (same formula, charge and spin): 73.77 kJ/mol. The calculated total energy comes out at -497.029433 a.u. As for the SMILES: CNC(C)=O.CNC(C)=O. As for the HOMO energy: -9.70 eV. As for the HOMO-LUMO gap: 0.37949 Ha.

Geometry as ORCA input:
```
! wB97M-V def2-TZVPD RIJCOSX def2/J DEFGRID3
* xyz 0 1
C 2.940 0.519 0.589
N 1.659 0.999 0.086
C 1.078 2.049 0.750
C -0.182 2.581 0.133
O 1.510 2.471 1.806
H 3.559 0.186 -0.235
H 3.492 1.295 1.112
H 2.802 -0.297 1.301
H 1.607 1.042 -0.920
H -0.814 1.774 -0.239
H 0.054 3.301 -0.647
H -0.760 3.103 0.887
C -2.957 -0.687 -0.867
N -1.741 -1.034 -0.185
C -1.022 -2.131 -0.644
C 0.260 -2.374 0.113
O -1.379 -2.773 -1.607
H -2.881 -0.886 -1.933
H -3.828 -1.249 -0.522
H -3.184 0.376 -0.741
H -1.784 -0.922 0.821
H 0.883 -3.020 -0.500
H 0.644 -1.399 0.413
H 0.046 -2.923 1.028
*
```

---

(6)
C6H14N2O2 | ωB97M-V with the def2-TZVPD basis set

As for the energy relative to the best compared isomer or geometry (same formula, charge and spin): 185.65 kJ/mol. The calculated total energy comes out at -496.986821 a.u. As for the SMILES: CNC(C)=O.CNC(C)=O. As for the HOMO energy: -9.04 eV. As for the HOMO-LUMO gap: 0.35167 Ha.

Geometry as ORCA input:
```
! wB97M-V def2-TZVPD RIJCOSX def2/J DEFGRID3
* xyz 0 1
C 1.230 1.989 -2.525
N 1.941 0.720 -2.362
C 1.675 -0.206 -1.405
C 2.404 -1.516 -1.650
O 0.939 -0.136 -0.444
H 1.707 2.669 -1.795
H 1.148 2.300 -3.608
H 0.227 1.812 -2.096
H 2.602 0.497 -3.049
H 2.129 -2.465 -1.151
H 3.481 -1.293 -1.298
H 2.329 -1.710 -2.818
C -0.577 0.880 2.995
N -1.144 0.053 1.948
C -2.380 -0.447 2.017
C -2.968 -1.328 0.954
O -3.104 -0.374 3.045
H -1.261 0.674 3.918
H 0.443 0.445 3.299
H -0.710 2.009 2.883
H -0.858 0.365 0.992
H -3.984 -1.218 0.796
H -2.501 -1.417 -0.073
H -2.768 -2.300 1.426
*
```

---

(7)
C6H14N2O2 | ωB97M-V with the def2-TZVPD basis set

As for the energy relative to the best compared isomer or geometry (same formula, charge and spin): 118.93 kJ/mol. The calculated total energy comes out at -497.012234 a.u. As for the SMILES: CNC(C)=O.CNC(C)=O. As for the HOMO energy: -9.49 eV. As for the HOMO-LUMO gap: 0.37222 Ha.

Geometry as ORCA input:
```
! wB97M-V def2-TZVPD RIJCOSX def2/J DEFGRID3
* xyz 0 1
C 0.612 -1.917 0.970
N 0.020 -1.393 -0.273
C -0.657 -2.246 -1.125
C -1.507 -1.586 -2.170
O -0.558 -3.453 -1.041
H 1.566 -2.410 0.740
H 0.878 -1.098 1.665
H -0.139 -2.557 1.428
H -0.500 -0.550 -0.003
H -1.111 -1.814 -3.176
H -2.310 -2.336 -2.383
H -1.804 -0.568 -1.922
C 1.182 1.441 -1.092
N 1.046 1.976 0.246
C -0.140 1.890 0.937
C -0.227 2.177 2.383
O -1.152 1.660 0.271
H 1.481 0.407 -1.161
H 0.263 1.588 -1.667
H 1.833 2.065 -1.696
H 1.883 1.904 0.807
H -0.122 1.224 2.890
H 0.577 2.869 2.702
H -1.113 2.728 2.669
*
```

---

(8)
C6H14N2O2 | ωB97M-V with the def2-TZVPD basis set

As for the energy relative to the best compared isomer or geometry (same formula, charge and spin): 308.00 kJ/mol. The calculated total energy comes out at -496.940218 a.u. As for the SMILES: CNC(C)=O.CNC(C)=O. As for the HOMO energy: -9.22 eV. As for the HOMO-LUMO gap: 0.35766 Ha.

Geometry as ORCA input:
```
! wB97M-V def2-TZVPD RIJCOSX def2/J DEFGRID3
* xyz 0 1
C 2.005 -2.647 -0.125
N 0.770 -1.948 -0.302
C 0.291 -1.955 -1.568
C -1.015 -1.240 -1.643
O 0.915 -2.456 -2.431
H 2.677 -2.210 -0.981
H 2.678 -2.383 0.665
H 1.894 -3.710 -0.128
H 0.622 -1.145 0.204
H -0.828 -0.091 -1.587
H -1.432 -1.240 -2.747
H -1.648 -1.325 -0.693
C 0.133 2.679 -0.656
N -0.636 2.450 0.511
C -0.453 1.374 1.397
C -1.399 1.039 2.459
O 0.665 0.827 1.225
H -0.491 3.418 -1.225
H 1.154 3.159 -0.364
H 0.600 1.852 -1.181
H -1.507 2.746 0.410
H -1.501 2.007 3.207
H -2.442 0.613 2.408
H -1.051 0.187 3.145
*
```

---

(9)
C6H14N2O2 | ωB97M-V with the def2-TZVPD basis set

As for the energy relative to the best compared isomer or geometry (same formula, charge and spin): 68.65 kJ/mol. The calculated total energy comes out at -497.031381 a.u. As for the SMILES: CNC(C)=O.CNC(C)=O. As for the HOMO energy: -9.79 eV. As for the HOMO-LUMO gap: 0.38006 Ha.

Geometry as ORCA input:
```
! wB97M-V def2-TZVPD RIJCOSX def2/J DEFGRID3
* xyz 0 1
C -0.469 2.510 -0.655
N -0.972 1.303 -1.264
C -0.205 0.652 -2.206
C -0.841 -0.551 -2.830
O 0.850 1.117 -2.579
H -1.255 3.118 -0.200
H 0.219 2.352 0.178
H 0.063 3.088 -1.396
H -1.661 0.767 -0.764
H -1.160 -0.243 -3.832
H -1.696 -0.924 -2.273
H -0.140 -1.360 -3.015
C 0.550 -2.456 0.571
N 0.383 -1.162 1.156
C 0.860 -0.863 2.400
C 0.596 0.569 2.859
O 1.400 -1.691 3.099
H 1.560 -2.817 0.735
H -0.095 -3.232 0.972
H 0.489 -2.379 -0.518
H 0.014 -0.390 0.633
H 0.210 0.458 3.863
H 1.525 1.137 2.776
H -0.225 0.997 2.290
*
```

---

(10)
C6H14N2O2 | ωB97M-V with the def2-TZVPD basis set

As for the energy relative to the best compared isomer or geometry (same formula, charge and spin): 95.18 kJ/mol. The calculated total energy comes out at -497.021279 a.u. As for the SMILES: CNC(C)=O.CNC(C)=O. As for the HOMO energy: -9.64 eV. As for the HOMO-LUMO gap: 0.37214 Ha.

Geometry as ORCA input:
```
! wB97M-V def2-TZVPD RIJCOSX def2/J DEFGRID3
* xyz 0 1
C 0.404 2.826 0.492
N 0.941 1.553 0.943
C 0.445 1.089 2.137
C 0.914 -0.287 2.565
O -0.359 1.728 2.785
H -0.601 2.719 0.132
H 0.620 3.624 1.199
H 0.990 3.180 -0.363
H 1.827 1.197 0.634
H 1.991 -0.382 2.486
H 0.565 -0.451 3.559
H 0.304 -1.001 2.008
C -2.243 -0.279 -1.701
N -1.123 -0.966 -1.108
C -0.444 -1.905 -1.810
C 0.929 -2.254 -1.305
O -0.878 -2.428 -2.821
H -2.912 0.126 -0.958
H -1.934 0.416 -2.496
H -2.749 -0.978 -2.370
H -0.559 -0.506 -0.411
H 1.044 -3.316 -1.512
H 1.747 -1.748 -1.821
H 1.082 -1.956 -0.263
*
```